Entry 1:
ORCA calculation (ωB97M-V/def2-TZVPD) on a cluster of 3 separate species, C4H13NO2 in total.

```
! wB97M-V def2-TZVPD RIJCOSX def2/J DEFGRID3
* xyz 0 1
O -0.5635 0.8432 -2.7727
H 1.9768 -0.8734 -0.3315
H -0.5397 1.7819 0.2702
O 1.8195 -1.3036 -2.6813
H -0.1403 0.3614 -3.5786
C 1.6274 -0.1195 0.3146
H -1.6043 -1.3637 1.6027
H 2.2381 -0.1293 1.2978
H -3.2307 -0.6504 2.4654
C -1.7350 0.7077 1.7949
H 0.1486 1.6579 1.7558
H 1.7510 0.9270 -0.2549
H 2.0100 -2.3604 -2.5484
C -0.4238 0.9622 1.0213
H -0.0062 0.8729 -2.0854
H 0.0019 -0.9330 1.2093
H 1.0820 -1.1663 -2.1425
N 0.1880 -0.2768 0.5236
H -2.3436 1.5785 2.1889
C -2.2563 -0.5165 1.9509
*
```

## Properties
SMILES: C=CCNC.O.O
relative energy (zero: lowest compared OMol25 entry of this formula, charge and spin): 66.3 kcal/mol
frontier orbital gap: 9.97 eV



Entry 2:
ORCA calculation (ωB97M-V/def2-TZVPD) on a structure of composition C19H18Cl5N4SSc.

```
! wB97M-V def2-TZVPD RIJCOSX def2/J DEFGRID3
* xyz 0 1
C 5.0437 -2.2210 1.1391
H 1.4286 -3.4514 2.7508
C 1.2022 -2.2964 0.8887
H -0.2314 3.9415 -3.1474
C -3.4197 0.6057 -0.1951
C 0.6117 -0.9397 0.4776
H 3.4414 -2.1484 2.5435
C 3.0918 -2.4507 -0.7948
H 0.4573 -3.2704 -0.9255
H 4.7001 -2.5300 -2.2032
Cl -3.0917 -1.7861 1.0214
C -5.6024 1.5636 -0.7204
H -0.0938 -2.5780 2.5857
H 1.4467 3.4436 -2.8910
H 5.7987 -2.1308 1.9106
H 1.0123 5.1586 -2.8164
H 0.3653 1.3234 -1.6130
H -0.5639 -3.4814 0.4854
N 0.5966 5.0065 -0.2562
C 5.4181 -2.3284 -0.1889
C 2.6925 -2.3472 0.5416
C -5.4907 -0.6044 0.3507
H 1.4364 -0.2265 0.2935
H 0.2518 4.9774 1.7857
S -0.7340 2.1404 2.0384
Cl -3.4214 3.0464 -1.3924
C 0.4768 -3.4362 0.1502
N -0.0543 2.9311 -0.5026
H 1.3671 -1.6889 2.9787
Cl -7.9583 0.3377 -0.1859
C 0.9798 -2.5201 2.3887
C -6.2444 0.4395 -0.1857
N -0.4070 1.7121 -1.0782
C 4.4274 -2.4446 -1.1580
Cl -6.2390 -1.9967 1.0184
C -4.1106 -0.4544 0.3145
C -0.2013 3.1790 0.8310
Cl -6.5382 2.8488 -1.3719
C 0.4231 4.0661 -1.1259
H 2.3372 -2.5204 -1.5683
C -4.2113 1.6054 -0.7066
N 0.2097 4.4460 0.9333
H 0.9290 -4.4124 0.3501
H 6.4640 -2.3262 -0.4681
H -1.2357 1.8692 -1.6534
C 0.6773 4.1522 -2.5812
C 3.6984 -2.2316 1.4963
Sc -1.1360 0.0281 0.4563
*
```

## Properties
relative energy (zero: lowest compared OMol25 entry of this formula, charge and spin): 19.6 kcal/mol
frontier orbital gap: 5.94 eV



Entry 3:
ORCA calculation (ωB97M-V/def2-TZVPD) on a structure of composition BrFe.

```
! wB97M-V def2-TZVPD RIJCOSX def2/J DEFGRID3
* xyz 1 5
Br 0.3425 -0.4745 -0.7057
Fe -0.3425 0.4745 0.7057
*
```

## Properties
relative energy (zero: lowest compared OMol25 entry of this formula, charge and spin): 37.0 kcal/mol
frontier orbital gap (alpha / beta): 10.00 / 9.10 eV



Entry 4:
ORCA calculation (ωB97M-V/def2-TZVPD) on the molecule C5H8.

```
! wB97M-V def2-TZVPD RIJCOSX def2/J DEFGRID3
* xyz 0 1
H -0.7298 -1.3390 -1.0758
H -1.1151 -1.7891 1.6853
C -0.5127 0.8100 -0.6674
C -0.1752 -1.2863 1.8260
H -0.0297 -0.7965 2.8021
C 0.1027 1.8562 -1.2148
C 0.0109 -0.6311 -0.6842
C 0.4956 -0.9446 0.6956
H -1.0979 1.0141 0.2366
H -0.1394 2.9407 -1.0117
H 1.5681 -0.8013 0.8947
H 0.8316 1.6391 -2.0278
H 0.7908 -0.6721 -1.4587
*
```

## Properties
SMILES: C=CCC=C
relative energy (zero: lowest compared OMol25 entry of this formula, charge and spin): 47.1 kcal/mol
frontier orbital gap: 10.23 eV



Entry 5:
ORCA calculation (ωB97M-V/def2-TZVPD) on a structure of composition C8H8AlF12O13S4.

```
! wB97M-V def2-TZVPD RIJCOSX def2/J DEFGRID3
* xyz -1 1
O 12.4704 -38.0406 16.4100
H 14.8101 -43.0728 15.1236
S 18.0215 -38.9266 18.9555
C 14.7233 -41.3976 16.4240
O 16.5927 -38.9408 18.6930
O 18.4536 -38.6455 20.3061
H 11.9856 -41.1086 15.5516
H 11.5516 -41.5574 17.1085
O 13.3315 -36.3153 14.9476
F 18.2941 -40.9237 17.2759
C 12.4215 -41.5662 16.4479
O 18.6965 -38.1375 17.9319
S 12.7667 -34.7042 18.0644
O 12.9527 -41.2721 19.7543
O 13.3580 -38.6163 14.2165
F 10.4910 -38.7795 14.2462
H 15.0478 -40.8631 15.5248
F 15.4127 -43.2565 19.6459
F 10.1844 -36.8033 15.0662
F 18.0051 -41.5922 19.3182
Al 13.8800 -38.6270 18.8435
H 15.5203 -41.2746 17.1597
O 13.2270 -34.0286 19.2685
H 12.3742 -43.4960 15.3845
F 13.6457 -44.1517 20.5643
O 13.2121 -41.4498 22.2020
C 14.5769 -43.2200 20.6811
C 18.6200 -40.6935 18.5577
O 12.8987 -36.1708 18.2086
H 14.9302 -43.5097 16.7837
H 12.7259 -43.6460 17.0331
F 10.9780 -36.9702 13.0736
O 13.5243 -40.8086 16.9421
C 12.8974 -42.9758 16.1861
C 14.4145 -42.8231 16.1116
F 10.6389 -33.1231 17.6114
S 13.8214 -41.4606 20.9031
F 10.4191 -35.2109 17.1843
C 10.9658 -37.5359 14.2675
O 14.9104 -40.4956 20.7968
F 10.3483 -34.4887 19.2370
F 15.2529 -43.4988 21.7983
O 13.2388 -34.2713 16.7830
C 10.9381 -34.3405 18.0615
S 12.6837 -37.6234 15.0174
F 19.9320 -40.8314 18.6434
*
```

## Properties
relative energy (zero: lowest compared OMol25 entry of this formula, charge and spin): 13.7 kcal/mol
frontier orbital gap: 3.15 eV



Entry 6:
ORCA calculation (ωB97M-V/def2-TZVPD) on a structure of composition C21H26F5GaN3O6S2SbSe4Te.

```
! wB97M-V def2-TZVPD RIJCOSX def2/J DEFGRID3
* xyz 0 1
N -1.4200 1.7548 -1.7055
C 1.5377 -1.5939 3.1321
S 1.1082 -0.5079 7.0335
H -0.6522 0.8414 -4.6964
F -0.6413 4.3233 0.9344
H 2.3070 -2.0162 2.4911
C -2.0136 2.7769 -1.0599
O 1.2917 0.9327 7.0001
C -3.9218 -3.9426 -3.2945
C 3.4442 1.3352 2.9743
C 1.7954 -1.3630 4.4777
N 0.0685 -1.4762 1.2058
H -2.2962 -4.2677 -6.2557
H -0.6260 -4.0100 -0.7736
C -2.4764 -3.9985 -5.2248
C -0.4602 -0.5266 4.7593
H -0.5304 -3.1092 -4.9692
Se 5.0884 -0.0003 -3.0318
Te -0.0854 2.6350 1.6314
H -2.2331 2.6305 -0.0135
C -2.1074 4.1019 -3.0228
H -3.1041 -2.9914 -1.5421
H -4.8657 -4.1787 -2.8242
H 3.8421 0.3152 3.0050
C -2.9393 -3.2869 -2.5699
H -2.7802 4.7539 -1.0669
C -1.7331 -3.0048 -3.1884
C -1.5905 3.0386 -3.7204
C -1.2515 1.8623 -3.0365
H -1.2140 -0.1050 5.4071
C 0.1639 -3.6773 -1.4433
H -0.8892 -0.1008 -3.3105
Ga -0.1022 0.5820 -0.3801
H 4.2478 2.0245 3.2205
H 2.6489 1.3971 3.7159
Se 3.7453 -3.0516 -3.1495
C 2.9183 1.5597 1.6071
C -0.7134 -0.7703 3.4167
Se 1.8162 -0.4963 -5.6015
H -0.9136 -1.6476 1.0193
Sb 2.8083 -0.7999 -3.4432
F -1.6742 2.9826 2.5865
H 1.0845 -3.4534 -0.9075
C 3.8229 2.1064 0.5671
C 0.7884 -0.8396 5.2564
Se 1.7172 -0.0078 -1.3577
H 4.5225 2.8242 0.9889
C -1.4840 -3.3440 -4.5099
H -1.6865 -0.5388 2.9981
H 3.2584 2.5621 -0.2446
O 1.7557 1.2220 1.3223
F 0.4369 2.0085 3.3250
H 2.7515 -1.5971 4.9230
C 0.2898 -1.2874 2.6045
F 0.6858 2.7791 -0.2423
H -1.4318 3.0724 -4.7890
H 0.6234 -2.2497 0.8631
H -2.3435 5.0282 -3.5286
O -0.1074 -0.9769 7.6642
O -1.1269 -1.3418 -1.2725
H 0.3733 -4.4215 -2.2095
H 4.4064 1.2822 0.1400
N -0.7077 0.8072 -3.6924
C -3.6871 -4.2970 -4.6169
F 1.4757 3.6830 1.9274
H -4.4565 -4.8153 -5.1716
O 2.3017 -1.2779 7.3151
C -2.3556 3.9591 -1.6599
O -0.8905 1.1088 1.1406
S -0.4105 -2.1911 -2.3009
*
```

## Properties
relative energy (zero: lowest compared OMol25 entry of this formula, charge and spin): 158.3 kcal/mol
frontier orbital gap (alpha / beta): 3.15 / 2.98 eV



Entry 7:
ORCA calculation (ωB97M-V/def2-TZVPD) on a cluster of 2 separate species, C4H9NO2S in total.

```
! wB97M-V def2-TZVPD RIJCOSX def2/J DEFGRID3
* xyz 0 1
H 0.0873 3.2261 0.6942
O -0.3861 -0.5043 -3.0174
O -1.0927 1.2291 -1.6361
H -0.3355 0.1880 1.2497
H 1.9382 2.9088 1.2049
C -0.1520 0.5073 -0.6901
H -0.3097 -3.6114 0.0841
C 0.8916 2.4408 0.9756
C -0.9387 -0.0623 0.4434
H 0.6801 -2.9422 1.0210
H 0.3986 1.7929 1.7079
N 0.2923 -2.8457 0.0761
S 1.2944 1.4403 -0.4378
C -0.4781 0.1771 -2.0792
H -1.9333 0.2697 0.8270
H 1.0930 -3.0023 -0.6391
H -1.0493 -1.2119 0.2158
*
```

## Properties
SMILES: CS[C@@]1(C)OC1=O.N
relative energy (zero: lowest compared OMol25 entry of this formula, charge and spin): 74.0 kcal/mol
frontier orbital gap: 9.85 eV



Entry 8:
ORCA calculation (ωB97M-V/def2-TZVPD) on a structure of composition C22H46ClLiN2O13.

```
! wB97M-V def2-TZVPD RIJCOSX def2/J DEFGRID3
* xyz 0 1
C 12.7100 8.4140 11.8677
H 5.8542 11.1077 15.1780
H 12.8052 10.0344 16.2768
O 12.3328 11.6906 11.1592
H 7.4295 9.4451 14.5030
O 8.4073 10.6560 13.1409
C 7.8006 10.4674 14.3863
H 5.5718 10.2427 13.0798
H 12.6694 5.9379 9.7482
H 5.5137 12.0772 12.7415
H 8.2035 7.5382 17.0894
H 7.5920 12.1051 11.8296
C 6.0855 11.1964 13.0762
Li 10.0093 9.5612 12.5658
H 11.5032 8.3525 14.9936
O 11.1408 10.0964 13.9944
H 10.4898 14.4377 10.5131
H 14.3071 7.1320 11.1539
H 13.0653 9.4354 11.9178
C 12.4318 6.9968 9.9290
H 9.9564 9.0837 15.3509
C 11.4646 10.7893 9.2150
H 7.1962 11.3671 17.3931
Cl 7.9490 7.2832 12.4855
H 7.6930 10.2877 8.8855
C 7.5977 8.2270 17.6608
H 7.0576 12.4146 14.6200
H 10.1630 11.5296 16.2900
O 8.1320 5.9091 12.0762
O 6.5834 7.5257 12.9360
H 14.0595 8.4750 10.1120
O 6.8863 12.6486 6.9756
H 10.2339 11.9889 14.0981
H 6.5930 10.0806 7.5416
H 9.1240 15.6325 12.9891
C 11.2373 14.9995 13.0934
O 11.3950 8.4558 11.4358
C 11.7051 10.0662 16.3449
H 7.2353 10.4193 11.4043
N 7.5515 11.9528 7.6760
C 11.1981 11.4835 15.9961
C 9.7811 14.8705 12.5421
H 6.1458 11.1286 8.9259
C 10.0281 15.2578 11.0866
O 8.0424 9.5745 17.3896
N 11.3595 11.3267 10.6180
H 12.7902 7.8358 12.8054
C 6.9402 10.7629 8.3134
H 5.2949 9.5982 18.8353
H 7.8141 8.0522 18.7137
C 7.3747 11.1102 12.2160
O 10.2588 11.3203 11.1068
O 8.8589 7.6420 13.5882
H 5.1142 10.3005 17.2233
C 13.5245 7.7136 10.7136
H 12.2534 7.3840 8.9114
O 8.3533 8.2372 11.4046
H 10.2800 7.2118 10.2675
C 11.9208 15.9699 12.1478
H 9.3890 13.8603 12.7978
C 6.1147 8.2916 17.3359
H 12.7984 15.5302 11.6490
C 11.1995 7.1666 10.8171
H 5.4491 7.5478 17.7878
C 5.7525 9.6861 17.8687
H 12.5033 10.5506 9.0248
H 7.3217 10.6269 19.0397
O 10.9983 16.3052 11.1445
H 12.0335 12.0270 14.0142
H 11.6625 14.0078 13.0591
H 11.2030 15.3743 14.1377
H 11.4057 9.7944 17.3568
C 6.6443 11.4498 14.5064
H 11.0762 6.4526 11.6338
H 5.9825 8.1853 16.2491
H 9.2493 15.7269 10.5119
H 12.2702 16.8636 12.6821
O 8.7438 12.1490 7.8941
C 11.1517 11.5138 14.4135
H 8.5295 10.5182 15.1770
C 11.0382 9.3109 15.2299
H 11.0686 11.5367 8.5302
H 11.7862 12.3404 16.3005
H 10.8360 9.9037 9.1782
C 7.0988 10.4538 17.9646
*
```

## Properties
relative energy (zero: lowest compared OMol25 entry of this formula, charge and spin): 0.0 kcal/mol
frontier orbital gap: 9.68 eV



Entry 9:
ORCA calculation (ωB97M-V/def2-TZVPD) on a structure of composition C2H2MgO2Rb.

```
! wB97M-V def2-TZVPD RIJCOSX def2/J DEFGRID3
* xyz 1 1
O -1.4375 -0.2087 -1.0354
H 0.0173 1.6653 -0.7616
C -0.2681 0.4234 -1.0870
Mg 3.0866 -0.7525 2.3024
C 0.5301 0.4776 0.1281
H 0.4065 0.2344 -1.9538
Rb -2.3698 -1.7231 1.2041
O 0.0350 -0.1164 1.2032
*
```

## Properties
relative energy (zero: lowest compared OMol25 entry of this formula, charge and spin): 144.8 kcal/mol
frontier orbital gap (alpha / beta): 3.80 / 3.81 eV



Entry 10:
ORCA calculation (ωB97M-V/def2-TZVPD) on a structure of composition C36H32CeF5OP2Te.

```
! wB97M-V def2-TZVPD RIJCOSX def2/J DEFGRID3
* xyz 2 2
H 2.5867 -1.3291 2.5046
H 0.3137 -5.5195 -2.4911
C -0.9249 1.0275 -2.8397
C 0.0909 3.1575 0.0674
H -0.2599 -3.8617 -0.7577
C 1.6903 0.6181 2.8005
H -3.9913 -1.9270 -0.9876
C 3.3952 2.0244 -0.7504
C 4.4492 2.8601 -1.1114
C -2.5929 2.7670 -3.0641
H -0.7321 2.7022 -4.1722
F 3.3594 -1.2915 0.3649
C -0.2965 -4.6589 -2.7634
C -3.4296 2.0796 -2.1785
H -3.8713 0.1401 -1.3658
F 3.3095 -4.4805 -3.7178
H 5.1351 4.2246 1.9248
P 1.4942 0.9152 1.0115
H 5.8601 4.3539 -0.4626
H 0.0690 0.6348 -3.0736
C -1.6753 -2.3312 -3.4877
H -3.0636 0.9678 0.6530
C 4.6649 3.5900 1.1763
H 1.0913 2.0394 5.8541
H -0.9410 4.8893 -0.6543
C -0.9495 4.0854 0.0796
H 4.7572 2.8972 -2.1561
H -2.9093 3.7281 -3.4687
H -3.2220 0.2917 0.9489
C -4.4920 -2.3125 1.0751
H -1.9178 -3.2681 -5.4089
C -1.0139 1.9208 1.8414
C 2.2307 -0.6069 3.2329
C -3.1048 0.7747 -1.7979
C -1.8215 -1.7003 1.6632
H 0.9606 2.5479 3.4574
H -0.6517 -5.3235 -4.7829
H 2.9167 1.4340 -1.5326
H 2.7313 -1.8616 4.9057
C 1.9234 0.0494 5.5454
H 0.8848 3.2346 -0.6756
H -2.9066 2.7530 2.5048
C 1.4187 1.2871 5.1292
H -2.7685 4.7275 1.0637
C -1.1444 -2.4613 -2.1881
C -2.2902 -1.6062 0.3280
H -2.2306 -1.4298 -3.7553
C 3.6457 2.7060 1.5573
C -1.7722 0.3416 -1.9379
C 1.3315 1.5746 3.7647
C -4.0210 -2.3920 2.3902
C -1.9831 3.9719 1.0048
C -3.6241 -1.9439 0.0404
C 0.0994 2.1119 1.0051
C -2.0417 2.8686 1.8546
H -2.3088 -2.1968 3.7052
P -1.1467 -1.0724 -0.9782
Ce 1.7456 -1.4343 -0.9764
H -4.3551 2.5241 -1.7802
H 3.3563 2.6246 2.6106
O 2.3615 -3.2365 -1.7201
C -0.8047 -4.5258 -4.0543
H -1.0632 1.0391 2.4859
F 4.7143 -6.2119 -2.4544
F 2.5801 -5.7117 -1.0982
H -4.6903 -2.7157 3.1883
F 2.0129 -0.0737 -2.5840
C 2.9607 1.9511 0.5894
Te 3.8393 -4.5533 -1.9032
H -0.7703 -1.5013 1.8861
C -2.6835 -2.0952 2.6822
H 2.0195 -0.1690 6.6078
C -1.3613 2.2036 -3.4376
C 5.0767 3.6665 -0.1582
C -0.5401 -3.6760 -1.8050
C -1.5059 -3.3673 -4.4052
H -5.5303 -2.5656 0.8412
C 2.3275 -0.8948 4.5908
*
```

## Properties
relative energy (zero: lowest compared OMol25 entry of this formula, charge and spin): 8.1 kcal/mol
frontier orbital gap (alpha / beta): 6.41 / 4.02 eV



Entry 11:
ORCA calculation (ωB97M-V/def2-TZVPD) on a cluster of 2 separate species, C6H16O2 in total.

```
! wB97M-V def2-TZVPD RIJCOSX def2/J DEFGRID3
* xyz 0 1
H 0.6584 -0.7324 -3.7777
H -2.6533 1.6992 3.9265
H -0.5204 -2.3203 -2.5581
H -0.6299 -2.2386 -0.7719
C -1.1401 0.6139 1.9214
C -0.4114 -1.6573 -1.6834
O 0.8847 -1.0560 -1.7445
C 1.1016 -0.3297 -2.8467
H -2.2553 -0.0319 4.1591
H -1.9217 1.3355 1.6151
H -1.1494 -0.8418 -1.7659
H 3.1205 -1.2068 -3.2439
H -1.5810 1.1996 5.2717
H 2.7905 0.4244 -3.9067
H 0.8133 -0.0442 1.5636
H 0.6109 1.6948 1.1839
H 3.0182 0.2032 -2.1437
H 0.0358 0.4528 0.0281
C 0.1445 0.6990 1.0978
H -1.6003 -0.3927 1.9406
C 2.6001 -0.2525 -3.0570
O -0.7829 1.0838 3.2818
H 0.7253 0.7029 -2.7140
C -1.8581 0.9951 4.2239
*
```

## Properties
SMILES: CCOC.CCOC
relative energy (zero: lowest compared OMol25 entry of this formula, charge and spin): 41.7 kcal/mol
frontier orbital gap: 10.64 eV



Entry 12:
ORCA calculation (ωB97M-V/def2-TZVPD) on a cluster of 2 separate species, C4H10SSi in total.

```
! wB97M-V def2-TZVPD RIJCOSX def2/J DEFGRID3
* xyz 0 1
H 0.5721 2.4517 -0.0419
H 0.4358 -1.7421 0.9369
H -2.0427 1.5662 0.7379
H -1.6499 -0.5223 -0.8905
C -0.0767 1.4864 -0.2303
H -0.1719 -2.1675 -0.5536
C -0.0865 -1.2628 0.0524
C -1.1731 0.9075 0.7170
Si 1.1198 0.0310 -0.6235
H -0.8896 0.8548 1.7584
H 1.6222 -0.8140 -2.6810
H -2.2290 -0.9231 0.8816
H 3.6619 -1.1100 0.4496
H -0.6554 1.6649 -1.1558
C -1.4332 -0.5303 0.1812
S 2.9962 0.1097 0.4616
*
```

## Properties
relative energy (zero: lowest compared OMol25 entry of this formula, charge and spin): 56.4 kcal/mol
frontier orbital gap: 8.98 eV



no.,E (eV)
1,-9941.323
2,-120101.049
3,-104418.663
4,-5312.126
5,-117586.963
6,-401801.687
7,-20711.824
8,-65872.430
9,-12289.441
10,-92272.146
11,-10574.734
12,-23020.839